Entry 1:
DFT (the ωB97M-V functional and the def2-TZVPD basis) results for a single C4H6O2 molecule in a non-equilibrium geometry.

Properties
HOMO energy: -9.74 eV
E_LUMO: 0.82 eV
ΔE to the lowest compared entry with this formula, charge and spin: 398.3 kJ/mol
HOMO-LUMO gap: 10.555 eV
Energy: -306.35460 Ha

Structure (ORCA input):
```
! wB97M-V def2-TZVPD RIJCOSX def2/J DEFGRID3
* xyz 0 1
O 1.64 -0.11 -0.91
C 0.93 0.32 0.21
C -0.47 0.96 0.02
C -1.03 -0.32 -0.54
C -0.18 -0.62 0.74
O -0.78 0.53 1.41
H 2.25 -0.80 -0.61
H 1.55 0.90 0.92
H -0.74 1.97 -0.24
H -2.10 -0.50 -0.39
H -0.70 -0.68 -1.52
H -0.40 -1.65 0.90
*
```

Here are the Mulliken charges for atoms 1 to 5, given in e:
1. O -0.528
2. C 0.006
3. C -0.422
4. C -0.524
5. C -0.270


Entry 2:
DFT (the ωB97M-V functional and the def2-TZVPD basis) results for C33H28Ge2N5S3Sn as an isolated structure in a non-equilibrium geometry.

Properties
HOMO energy (alpha / beta): -13.84 / -13.85 eV
E_LUMO (alpha / beta): -6.02 / -9.14 eV
HOMO-LUMO gap (alpha / beta): 7.816 / 4.707 eV
Energy: -7110.23332 Ha

Structure (ORCA input):
```
! wB97M-V def2-TZVPD RIJCOSX def2/J DEFGRID3
* xyz 2 2
Sn -0.24 0.56 0.09
S 1.48 2.32 -0.22
C 1.51 2.60 -1.99
C 2.59 3.18 -2.58
C 2.69 3.33 -3.93
C 3.98 3.86 -4.44
N 5.00 4.32 -4.62
C 1.65 2.91 -4.83
C 0.63 2.27 -4.22
C 0.63 2.02 -2.89
S -0.66 0.85 -2.50
C 1.71 3.22 -6.25
N 1.64 3.38 -7.39
H 3.32 3.47 -1.91
H -0.20 1.89 -4.84
N -2.45 3.20 2.47
C -3.35 3.33 1.40
C -4.40 4.20 1.29
C -5.10 4.18 0.12
C -4.79 3.23 -0.88
C -3.68 2.37 -0.76
C -2.98 2.41 0.39
N -1.75 1.83 0.88
C -1.53 2.32 2.10
C -0.31 2.08 2.86
C 0.14 2.57 4.05
S 1.70 2.05 4.39
C 1.75 1.14 3.02
N 0.59 1.20 2.31
H -2.34 3.84 3.28
H -4.72 4.91 2.05
H -6.06 4.75 0.02
H -5.31 3.09 -1.80
H -3.45 1.59 -1.46
H -0.29 3.34 4.65
H 2.61 0.60 2.64
C 0.26 -2.99 -2.75
Ge 1.76 -2.57 -1.47
C 2.79 -1.04 -2.27
C 3.00 -4.01 -0.99
Ge 0.35 -2.09 0.46
C 1.35 -2.02 2.11
C 2.79 -2.06 1.92
C 3.56 -1.96 3.03
C 3.00 -1.87 4.32
C 1.61 -1.81 4.48
C 0.83 -1.86 3.35
C -1.47 -2.92 0.66
C -1.82 -3.80 1.72
C -3.10 -4.32 1.84
C -4.08 -4.08 0.88
C -3.76 -3.24 -0.20
C -2.47 -2.69 -0.30
H 0.00 -2.08 -3.30
H -0.62 -3.35 -2.19
H 0.61 -3.71 -3.48
H 3.36 -0.39 -1.62
H 2.14 -0.43 -2.83
H 3.53 -1.46 -2.87
H 3.51 -4.41 -1.91
H 2.50 -4.81 -0.48
H 3.81 -3.69 -0.43
H 3.27 -2.30 0.96
H 4.65 -2.23 2.90
H 3.68 -1.85 5.17
H 1.16 -1.68 5.47
H -0.21 -1.83 3.56
H -0.98 -4.09 2.44
H -3.29 -5.07 2.59
H -5.05 -4.58 0.93
H -4.47 -3.03 -0.99
H -2.25 -2.10 -1.18
*
```

Here are the Mulliken charges for atoms 1 to 5, given in e:
1. Sn 1.140
2. S -0.417
3. C 0.894
4. C -0.912
5. C 0.567


Entry 3:
DFT (the ωB97M-V functional and the def2-TZVPD basis) results for a 2-piece molecular cluster, C2H5FOS overall in a non-equilibrium geometry.

Properties
HOMO energy: -9.62 eV
E_LUMO: -0.39 eV
ΔE to the lowest compared entry with this formula, charge and spin: 42.9 kJ/mol
HOMO-LUMO gap: 9.225 eV
Energy: -652.44066 Ha

Structure (ORCA input):
```
! wB97M-V def2-TZVPD RIJCOSX def2/J DEFGRID3
* xyz 0 1
C 0.27 -0.82 -0.72
C 0.77 -0.64 0.65
O 0.03 1.78 0.81
F -2.01 1.37 -0.34
S 0.44 0.59 1.63
H 1.12 -0.91 -1.35
H -0.24 -1.86 -0.68
H -0.35 -0.08 -1.13
H -1.50 2.00 0.08
H 1.46 -1.42 1.05
*
```

Here are the Mulliken charges for atoms 1 to 5, given in e:
1. C -0.881
2. C -0.004
3. O -0.606
4. F -0.412
5. S 0.290